The following is a quantum chemistry calculation of a molecular structure, C22H28CoN5O2Si, from the Open Molecules 2025 dataset.

Geometry as XYZ:
```
59
Properties=species:S:1:pos:R:3:forces:R:3
Co -0.190 -0.022 -0.267 0.6 -0.3 0.4
C 4.102 -1.449 -1.312 -0.5 0.7 0.3
Si 2.920 0.059 -1.321 0.6 -0.3 -1.8
C 1.736 -0.162 -2.793 0.4 0.1 0.6
C 3.881 1.699 -1.562 -0.4 -0.7 0.4
N 1.902 0.148 0.088 0.0 0.2 1.0
C 2.281 0.303 1.358 -0.4 -0.2 -0.4
C 3.621 0.341 1.807 0.4 0.0 0.3
C 3.936 0.462 3.139 0.4 0.0 -0.3
C 2.934 0.567 4.098 -0.2 0.0 -0.2
C 1.606 0.555 3.706 -0.3 0.1 0.1
C 1.281 0.423 2.369 -0.6 0.3 0.1
O -0.015 0.500 1.903 1.0 -0.2 0.0
C -1.074 0.281 2.766 -1.0 0.0 0.7
C -2.138 1.174 2.702 0.5 -0.1 -0.1
C -3.256 0.967 3.488 0.0 0.0 0.1
C -3.310 -0.118 4.346 -0.1 0.0 0.1
C -2.246 -1.000 4.412 0.0 0.0 0.1
C -1.126 -0.812 3.622 0.3 0.1 -0.4
H 4.603 -1.542 -2.271 0.0 0.1 -0.2
H 3.536 -2.360 -1.145 -0.2 -0.2 0.0
H 4.866 -1.392 -0.544 0.2 0.0 0.2
H 2.269 -0.427 -3.699 0.2 -0.1 -0.2
H 1.171 0.741 -2.997 -0.1 0.2 0.0
H 1.018 -0.952 -2.586 -0.1 -0.2 0.1
H 4.319 1.733 -2.554 0.1 -0.1 -0.2
H 4.684 1.831 -0.844 0.2 0.0 0.2
H 3.214 2.551 -1.469 -0.2 0.1 0.0
H 4.403 0.264 1.070 0.1 0.0 -0.1
H 4.971 0.490 3.445 0.1 0.0 0.0
H 3.181 0.682 5.140 0.0 0.0 0.1
H 0.822 0.667 4.439 0.0 0.0 0.0
H -2.079 2.002 2.015 0.0 0.1 -0.1
H -4.087 1.654 3.426 0.0 0.0 0.0
H -4.184 -0.284 4.958 -0.1 0.0 0.0
H -2.284 -1.852 5.076 0.0 -0.1 0.0
H -0.301 -1.509 3.658 0.0 -0.1 0.0
N -6.283 -1.001 -1.621 -0.5 -0.3 -0.3
C -5.370 -0.542 -1.085 -0.4 -0.4 -0.6
N -4.431 0.018 -0.416 -0.5 0.5 1.0
C -3.199 0.114 -0.422 1.4 0.6 0.2
N -2.065 0.387 -0.258 -1.2 -0.2 -0.3
C -0.061 4.290 -0.061 0.0 0.7 0.1
C 0.007 2.958 -0.582 0.1 -1.6 -0.7
N 0.054 1.873 -0.969 0.2 2.1 0.2
H -0.922 4.381 0.603 0.0 0.0 0.0
H -0.166 5.001 -0.882 0.0 0.0 0.1
H 0.850 4.509 0.495 0.0 0.0 0.0
C -0.867 -3.674 0.785 0.5 0.2 -0.2
C 0.266 -3.047 -0.046 0.3 -0.6 0.3
C 0.612 -3.935 -1.255 0.0 0.3 0.4
O -0.093 -1.794 -0.458 -0.4 -0.6 -0.7
H -0.566 -4.636 1.191 0.0 -0.2 0.1
H -1.740 -3.808 0.151 -0.1 0.0 0.0
H -1.136 -3.009 1.605 0.0 0.0 0.1
H 1.174 -2.978 0.591 -0.1 -0.2 0.0
H -0.262 -4.049 -1.893 -0.1 0.0 -0.1
H 0.942 -4.919 -0.927 0.1 -0.1 0.0
H 1.406 -3.470 -1.838 0.1 0.0 -0.1
```
Positions in Å, forces in eV/Å.

Results
gap between HOMO and LUMO (alpha / beta)	7.88 / 5.35	eV
total charge	0
maximum force	2.073	eV Å⁻¹
E_LUMO (alpha / beta)	0.01 / -2.45	eV
multiplicity	5
ΔE to the lowest compared entry with this formula, charge and spin	121.8	kJ/mol

***

The following is a quantum chemistry calculation of C22H28FN3O5S in the gas phase, from the Open Molecules 2025 dataset.

Geometry as XYZ:
```
60
Properties=species:S:1:pos:R:3:forces:R:3
C 3.037 3.795 -0.496 -0.3 -0.3 -0.2
C 1.873 3.236 -1.299 0.1 0.3 0.1
O 2.094 1.850 -1.470 0.1 -0.1 0.0
C 1.200 1.128 -2.207 0.0 -0.2 -0.1
C -0.012 1.609 -2.692 0.2 0.1 0.2
C -0.855 0.773 -3.396 0.0 -0.4 -0.1
C -0.514 -0.553 -3.636 0.1 0.4 0.0
O -1.440 -1.292 -4.328 -0.1 0.2 0.2
C -1.141 -2.625 -4.650 0.1 -0.3 -0.2
C -1.106 -3.597 -3.467 -0.2 0.4 0.0
O -0.698 -4.734 -3.591 0.2 -0.3 -0.2
N -1.585 -3.094 -2.316 -0.2 0.2 0.1
C -1.589 -3.856 -1.090 0.2 -0.3 -0.2
C -2.725 -3.414 -0.194 0.3 0.8 0.1
S -2.430 -1.701 0.354 -0.3 -0.9 0.3
O -3.465 -1.352 1.284 0.1 -0.1 0.2
O -2.259 -0.873 -0.809 0.2 0.1 -0.1
N -0.960 -1.876 1.144 -0.9 0.1 -0.5
C 0.153 -1.122 0.604 0.3 0.5 -0.5
C 0.143 0.334 1.077 0.1 -0.2 -0.1
N 0.129 0.355 2.524 0.0 -0.4 -0.2
C 0.626 1.461 3.206 0.2 0.4 0.2
C 0.908 1.359 4.573 -0.1 0.1 -0.1
C 1.460 2.414 5.270 0.0 0.3 0.0
C 1.748 3.588 4.598 0.0 0.0 -0.1
F 2.295 4.623 5.276 0.0 -0.1 0.0
C 1.487 3.723 3.249 0.2 0.1 0.4
C 0.923 2.665 2.562 -0.2 -0.3 0.0
C -1.030 -0.338 3.054 -0.1 -0.2 0.1
C -1.019 -1.794 2.589 -0.3 0.1 0.6
C 0.702 -1.035 -3.164 -0.2 -0.1 -0.2
C 1.546 -0.197 -2.459 0.0 0.3 0.1
H 2.904 4.863 -0.347 0.0 0.1 0.0
H 3.969 3.623 -1.027 0.1 0.0 0.0
H 3.095 3.303 0.472 0.0 0.0 0.1
H 1.813 3.730 -2.278 -0.1 -0.1 0.1
H 0.926 3.409 -0.766 0.0 0.0 -0.1
H -0.315 2.630 -2.524 0.0 0.1 0.0
H -1.801 1.134 -3.766 -0.1 0.1 0.0
H -0.194 -2.713 -5.198 -0.1 0.0 0.1
H -1.946 -2.948 -5.319 0.2 0.0 0.1
H -1.855 -2.120 -2.240 0.1 -0.2 -0.3
H -1.680 -4.913 -1.367 0.0 0.2 0.2
H -0.642 -3.723 -0.550 -0.1 -0.2 -0.1
H -2.787 -4.010 0.711 0.0 0.0 0.1
H -3.682 -3.417 -0.710 -0.1 0.1 0.0
H 0.089 -1.149 -0.483 0.2 0.0 0.1
H 1.074 -1.612 0.930 0.0 0.0 0.0
H 1.050 0.816 0.713 0.0 0.0 0.0
H -0.741 0.830 0.645 0.1 0.1 0.0
H 0.711 0.435 5.095 0.0 -0.1 0.0
H 1.678 2.331 6.323 0.0 0.0 0.1
H 1.713 4.652 2.749 0.0 0.1 0.0
H 0.697 2.790 1.516 0.0 0.0 -0.2
H -1.030 -0.294 4.142 0.0 0.0 0.0
H -1.959 0.125 2.684 0.0 0.0 0.1
H -1.929 -2.295 2.916 0.1 0.0 0.2
H -0.145 -2.317 2.989 -0.1 0.0 0.0
H 1.001 -2.058 -3.328 0.0 -0.1 0.0
H 2.489 -0.562 -2.084 0.1 -0.1 0.0
```
Positions in Å, forces in eV/Å.

Results
structure (SMILES)	CCOc1ccc(OCC(=O)NCCS(=O)(=O)N2CCN(c3ccc(F)cc3)CC2)cc1
gap between HOMO and LUMO	8.54	eV
total charge	0
maximum force	1.018	eV Å⁻¹
E_LUMO	0.56	eV
ΔE to the lowest compared entry with this formula, charge and spin	109.2	kJ/mol

***

The following is a quantum chemistry calculation of C22H28FNO2 in the gas phase, from the Open Molecules 2025 dataset.

Geometry as XYZ:
```
54
Properties=species:S:1:pos:R:3:forces:R:3
C 4.304 2.075 0.251 0.1 -0.4 0.0
C 5.136 0.836 -0.070 0.1 0.4 -0.2
O 4.681 -0.312 0.616 -0.1 -0.3 0.1
C 3.526 -0.919 0.225 -0.1 -0.2 0.1
C 3.053 -1.916 1.080 0.2 0.2 0.0
C 1.889 -2.594 0.792 0.1 0.1 -0.1
C 1.161 -2.312 -0.360 -0.1 0.0 -0.1
C -0.179 -2.958 -0.608 0.1 0.0 0.0
N -1.307 -2.197 -0.070 -0.1 -0.2 -0.1
C -1.268 -2.071 1.380 -0.2 0.0 0.3
C -2.570 -1.462 1.891 0.1 0.0 0.1
C -2.808 -0.105 1.236 0.0 -0.3 -0.1
C -2.747 -0.196 -0.293 -0.1 0.0 -0.1
C -3.946 -0.971 -0.881 0.0 0.4 -0.2
O -4.026 -2.324 -0.531 -0.1 -0.5 0.0
C -2.804 1.224 -0.915 0.0 -0.3 0.1
C -1.626 2.094 -0.591 -0.2 0.2 0.1
C -0.481 2.092 -1.382 0.0 0.2 0.1
C 0.616 2.873 -1.068 0.1 0.0 -0.1
C 0.595 3.689 0.050 0.0 0.0 0.0
C -0.539 3.736 0.841 -0.1 0.0 0.1
C -1.625 2.948 0.506 0.2 0.0 -0.2
F -2.733 3.035 1.278 0.1 -0.1 -0.1
C -1.435 -0.886 -0.690 -0.1 0.3 0.1
C 1.657 -1.345 -1.223 0.0 -0.2 0.1
C 2.820 -0.648 -0.941 0.3 0.2 0.0
H 4.703 2.934 -0.282 0.0 0.1 -0.1
H 4.337 2.274 1.319 0.0 0.0 0.1
H 3.266 1.927 -0.037 -0.1 0.1 0.0
H 6.162 0.974 0.284 -0.1 0.0 -0.1
H 5.169 0.656 -1.152 0.0 0.0 0.1
H 3.619 -2.135 1.972 0.1 0.0 0.1
H 1.539 -3.358 1.472 0.0 -0.1 0.1
H -0.349 -3.073 -1.683 0.0 -0.1 0.1
H -0.210 -3.949 -0.146 0.0 0.0 -0.1
H -1.134 -3.070 1.803 0.1 0.0 0.0
H -0.420 -1.441 1.702 0.0 -0.1 0.0
H -3.400 -2.131 1.669 0.0 0.0 0.1
H -2.506 -1.342 2.974 0.0 0.0 0.0
H -3.773 0.298 1.546 0.0 0.1 0.0
H -2.029 0.582 1.576 0.0 0.1 0.0
H -3.903 -0.881 -1.981 0.0 0.1 0.1
H -4.881 -0.509 -0.547 0.1 0.1 0.0
H -3.115 -2.670 -0.526 0.0 0.0 0.1
H -2.871 1.121 -2.001 0.0 0.0 0.0
H -3.718 1.706 -0.561 -0.1 0.0 -0.1
H -0.459 1.469 -2.264 0.0 -0.1 -0.1
H 1.488 2.852 -1.705 0.1 0.0 -0.1
H 1.451 4.296 0.302 0.1 0.1 0.0
H -0.598 4.375 1.708 0.0 0.1 0.1
H -1.413 -1.022 -1.776 0.1 0.1 -0.1
H -0.590 -0.237 -0.404 -0.1 -0.1 -0.1
H 1.132 -1.127 -2.142 -0.1 0.0 -0.1
H 3.160 0.097 -1.643 0.1 0.1 0.0
```
Positions in Å, forces in eV/Å.

Results
structure (SMILES)	CCOc1ccc(CN2CCC[C@@](CO)(Cc3ccccc3F)C2)cc1
gap between HOMO and LUMO	9.17	eV
total charge	0
maximum force	0.478	eV Å⁻¹
E_LUMO	0.69	eV
ΔE to the lowest compared entry with this formula, charge and spin	7.5	kJ/mol

***

The following is a quantum chemistry calculation of a molecular structure, C22H28MoN2P2S, from the Open Molecules 2025 dataset.

Geometry as XYZ:
```
56
Properties=species:S:1:pos:R:3:forces:R:3
C -1.637 2.934 -2.882 0.5 -0.7 0.8
C -1.392 1.749 -2.192 -0.7 0.5 -0.6
C -0.041 1.344 -2.011 1.2 -1.1 0.3
C 1.011 2.312 -2.146 0.0 -0.8 0.1
C 0.642 3.615 -2.542 1.4 1.1 -0.5
C -0.591 3.871 -3.066 0.2 -0.5 0.4
C 2.348 1.902 -1.910 -1.7 -1.2 1.3
C 2.623 0.509 -1.894 0.6 0.7 0.0
C 1.564 -0.404 -1.745 -2.1 0.1 0.0
C 1.821 -1.812 -1.637 0.7 -0.3 -0.4
C 3.072 -2.259 -2.074 -1.6 -0.9 0.8
C 4.126 -1.368 -2.269 -0.2 2.0 0.3
C 3.938 -0.014 -2.011 0.7 -0.5 -0.5
H -2.636 3.184 -3.223 0.0 -0.1 0.2
H 1.468 4.362 -2.566 -0.9 -0.5 -0.2
H -0.770 4.781 -3.590 -0.2 0.6 -0.1
H 2.998 2.568 -1.362 0.8 0.5 -1.1
H 3.233 -3.350 -2.208 -0.1 0.9 0.2
H 5.073 -1.715 -2.603 0.7 -0.3 0.0
H 4.772 0.703 -2.033 -0.3 -0.5 -0.2
N 0.247 0.042 -1.656 0.4 0.2 1.2
Mo -0.072 0.080 0.959 1.8 -0.1 -1.9
C -2.501 0.913 -1.610 -0.2 -0.3 0.5
H -2.510 -0.132 -1.950 0.0 0.2 -0.1
H -3.510 1.352 -1.742 0.6 -0.2 -0.2
C 0.771 -2.743 -1.036 0.0 0.2 -0.4
H -0.184 -2.744 -1.613 0.6 0.1 0.5
H 1.139 -3.792 -0.949 -0.2 0.7 -0.2
P -2.215 0.862 0.241 -1.7 1.5 -1.3
P 0.398 -2.179 0.696 -0.8 -1.0 -0.6
C 1.486 -3.136 1.740 0.1 -0.1 0.1
H 1.287 -2.887 2.787 0.1 -0.2 -0.1
H 1.285 -4.203 1.547 0.2 0.4 0.2
H 2.516 -2.873 1.484 0.0 -0.2 0.1
C -1.274 -2.851 1.062 0.0 -0.5 -0.3
H -1.172 -3.944 1.199 -0.3 0.4 0.0
H -1.674 -2.402 1.983 0.1 -0.2 -0.1
H -1.982 -2.648 0.231 0.5 -0.2 0.4
C -2.537 2.612 0.713 0.0 -0.4 0.1
H -3.590 2.810 0.451 0.4 0.3 0.2
H -2.357 2.733 1.798 -0.2 0.2 -0.6
H -1.849 3.266 0.145 -0.4 -0.3 0.3
C -3.572 -0.105 0.937 -0.3 0.2 0.3
H -3.377 -0.274 2.014 -0.3 0.0 -0.6
H -4.487 0.486 0.798 0.0 -0.5 0.1
H -3.633 -1.067 0.415 -0.2 0.2 0.2
H 1.035 1.141 1.450 1.1 0.2 -0.9
H 1.535 -0.465 0.956 0.7 0.3 0.1
S -1.400 -0.239 5.076 1.5 0.7 -0.4
C 0.305 -0.678 5.004 -0.6 0.2 -0.6
C 0.885 -0.283 3.835 -1.7 0.1 0.0
N -0.028 0.349 2.975 -2.4 0.3 2.9
C -1.249 0.581 3.585 2.5 -1.7 -0.1
H 0.773 -1.239 5.795 -0.1 0.0 0.2
H 1.903 -0.455 3.498 -0.2 0.1 0.1
H -2.015 1.200 3.143 0.0 -0.3 0.0
```
Positions in Å, forces in eV/Å.

Results
gap between HOMO and LUMO (alpha / beta)	6.45 / 6.32	eV
total charge	+2
maximum force	3.762	eV Å⁻¹
E_LUMO (alpha / beta)	-7.05 / -7.15	eV
multiplicity	3